{
  "formula": "C18H25N3O2",
  "method": "wB97M-V/def2-TZVPD",
  "smiles": "Cc1ccc(C2(c3noc(CN(C)CCO)n3)CCCC2)cc1",
  "homo_ha": -0.32277,
  "energy_ha": -1015.6115,
  "fmax_ha_per_bohr": 0.0219,
  "species": ["C", "C", "C", "C", "C", "C", "C", "N", "O", "C", "C", "N", "C", "C", "C", "O", "N", "C", "C", "C", "C", "C", "C", "H", "H", "H", "H", "H", "H", "H", "H", "H", "H", "H", "H", "H", "H", "H", "H", "H", "H", "H", "H", "H", "H", "H", "H", "H"],
  "xyz": [[-5.24576, -3.03160, 0.60690], [-4.23431, -1.94111, 0.42539], [-4.59122, -0.71080, -0.10476], [-3.65210, 0.28885, -0.29411], [-2.32236, 0.08560, 0.04023], [-1.24891, 1.14571, -0.09184], [-0.05356, 0.56192, -0.75836], [-0.11056, -0.31493, -1.72041], [1.18508, -0.53732, -2.08010], [1.93933, 0.24270, -1.29870], [3.42729, 0.17104, -1.37422], [3.99615, -0.67524, -0.33806], [3.63291, -2.07018, -0.50252], [3.75147, -0.18320, 1.01295], [4.93456, -0.56041, 1.91117], [6.14522, -0.09841, 1.37302], [1.22744, 0.93897, -0.46688], [-1.66601, 2.41175, -0.87000], [-2.30979, 3.35340, 0.16148], [-2.05585, 2.71220, 1.53363], [-0.91830, 1.72493, 1.29511], [-1.96731, -1.14532, 0.58406], [-2.90310, -2.14241, 0.76966], [-5.20823, -3.71793, -0.23977], [-5.04117, -3.60325, 1.50976], [-6.25189, -2.62350, 0.66714], [-5.62180, -0.52602, -0.37428], [-3.98010, 1.23080, -0.70322], [3.83613, 1.17786, -1.26220], [3.71144, -0.23336, -2.34865], [4.18773, -2.66916, 0.21657], [2.56044, -2.25846, -0.35353], [3.90629, -2.39473, -1.50554], [2.81634, -0.57212, 1.44004], [3.67819, 0.90447, 0.97344], [4.97305, -1.65089, 2.05291], [4.82352, -0.09189, 2.89137], [6.12505, -0.30936, 0.42951], [-0.76488, 2.87242, -1.27920], [-2.31876, 2.17110, -1.70660], [-3.37707, 3.47738, -0.01893], [-1.85127, 4.34049, 0.10614], [-1.80521, 3.45028, 2.29398], [-2.94230, 2.16898, 1.86465], [0.04099, 2.24018, 1.24503], [-0.86528, 0.95434, 2.06280], [-0.93950, -1.32504, 0.86774], [-2.59921, -3.09067, 1.19033]],
  "forces_ev_per_angstrom": [[0.03, -0.02, -0.08], [-0.07, 0.09, -0.01], [-0.07, -0.14, 0.06], [0.17, 0.05, -0.01], [-0.18, -0.01, 0.01], [-0.01, 0.06, -0.06], [0.42, -0.42, -0.42], [-1.12, -0.02, 0.12], [0.86, 0.09, -0.05], [-0.44, 0.27, 0.22], [0.13, -0.11, -0.10], [0.06, 0.07, -0.05], [0.07, -0.05, 0.01], [0.39, -0.04, 0.33], [-0.37, -0.11, -0.04], [0.34, 0.15, -0.15], [0.58, 0.13, -0.04], [-0.07, 0.03, 0.01], [-0.10, 0.09, 0.00], [0.03, 0.00, 0.09], [-0.04, 0.07, 0.07], [-0.09, -0.04, 0.06], [0.04, 0.06, 0.02], [-0.07, -0.09, -0.01], [-0.05, -0.06, 0.05], [-0.08, -0.03, 0.02], [-0.10, 0.01, -0.01], [0.00, 0.16, -0.08], [-0.10, -0.08, -0.09], [0.02, 0.11, 0.03], [-0.01, -0.08, -0.01], [-0.03, 0.00, 0.01], [-0.01, -0.09, -0.01], [-0.03, 0.06, -0.04], [-0.03, -0.03, 0.04], [-0.07, 0.09, 0.07], [-0.07, -0.09, -0.04], [-0.07, 0.00, 0.02], [-0.02, -0.04, -0.03], [0.03, -0.01, -0.08], [-0.02, 0.08, -0.01], [-0.05, 0.03, -0.02], [-0.05, -0.02, 0.07], [-0.02, 0.03, 0.05], [0.02, 0.01, 0.03], [0.10, -0.04, 0.01], [0.10, -0.04, 0.01], [0.03, -0.10, 0.05]]
}

=====

{
  "formula": "C22H57NO14",
  "method": "wB97M-V/def2-TZVPD",
  "smiles": "N#CO[C@]1(O)COC(=O)O1.CCO.CCO.CCO.CCO.CCO.CCO.CCO.CCO.CCO",
  "homo_ha": -0.35808,
  "energy_ha": -1980.2115,
  "fmax_ha_per_bohr": 0.2344,
  "species": ["N", "C", "O", "C", "O", "C", "O", "C", "O", "O", "H", "H", "H", "C", "C", "O", "H", "H", "H", "H", "H", "H", "C", "C", "O", "H", "H", "H", "H", "H", "H", "C", "C", "O", "H", "H", "H", "H", "H", "H", "C", "C", "O", "H", "H", "H", "H", "H", "H", "C", "C", "O", "H", "H", "H", "H", "H", "H", "C", "C", "O", "H", "H", "H", "H", "H", "H", "C", "C", "O", "H", "H", "H", "H", "H", "H", "C", "C", "O", "H", "H", "H", "H", "H", "H", "C", "C", "O", "H", "H", "H", "H", "H", "H"],
  "xyz": [[-1.09415, 2.50748, -4.76317], [-0.37470, 2.33281, -3.67310], [0.87696, 2.18624, -2.85842], [0.89661, 0.78955, -2.39689], [1.60541, 0.88736, -1.08509], [1.44347, -0.37044, -3.41781], [0.40297, -1.44326, -3.55013], [-0.29124, -1.29862, -2.22900], [-0.70189, -2.28111, -1.40349], [-0.37873, 0.17992, -1.98835], [0.95664, 1.44775, -0.52993], [1.67586, 0.12652, -4.47749], [2.37092, -0.98149, -2.98097], [-3.49462, -2.75714, 0.64781], [-3.08301, -2.51269, 2.08480], [-1.81146, -3.09484, 2.33082], [-3.53654, -3.83070, 0.43691], [-4.47522, -2.31839, 0.44299], [-2.76360, -2.32520, -0.04345], [-3.80432, -2.96474, 2.77193], [-3.02619, -1.44115, 2.29990], [-1.17648, -2.68057, 1.72155], [4.38797, -2.21617, -0.06751], [5.14299, -1.05351, -0.67769], [4.38950, -0.49068, -1.74152], [4.18946, -2.98440, -0.82194], [4.95755, -2.66427, 0.75152], [3.41639, -1.88846, 0.31647], [6.10340, -1.38933, -1.07971], [5.33396, -0.27516, 0.06755], [3.54210, -0.18783, -1.37247], [1.30348, -2.11311, 4.83726], [1.95982, -1.56195, 3.58843], [2.49888, -2.62373, 2.81492], [2.02817, -2.67234, 5.43796], [0.88667, -1.30664, 5.44711], [0.50008, -2.81010, 4.57733], [2.77610, -0.88320, 3.85256], [1.23845, -1.01233, 2.97588], [1.76472, -3.21619, 2.57828], [-4.65497, 5.55444, -3.64968], [-4.90764, 4.07623, -3.43707], [-4.38920, 3.33339, -4.53054], [-5.12361, 5.89515, -4.57869], [-5.05279, 6.14175, -2.81732], [-3.58253, 5.75485, -3.74196], [-5.98114, 3.87738, -3.36743], [-4.43114, 3.72505, -2.51658], [-3.43398, 3.51017, -4.57851], [-3.76651, 3.93935, -8.02055], [-2.36448, 4.47801, -8.21627], [-1.90240, 5.07589, -7.01407], [-4.44947, 4.74249, -7.72511], [-4.13929, 3.47901, -8.93987], [-3.78665, 3.19346, -7.21927], [-2.35277, 5.23864, -9.00245], [-1.67283, 3.67848, -8.49924], [-1.90846, 4.39012, -6.32436], [-2.81436, -1.45772, 8.08154], [-1.68743, -1.61750, 7.08222], [-0.51581, -0.97756, 7.56602], [-3.02320, -0.39781, 8.25970], [-3.72650, -1.94178, 7.72140], [-2.54070, -1.89500, 9.04730], [-1.95622, -1.15997, 6.12555], [-1.46388, -2.67463, 6.90852], [-0.28059, -1.39682, 8.41154], [4.67611, -3.49502, 7.48138], [3.34929, -4.08717, 7.90923], [3.53513, -4.92876, 9.03772], [5.38917, -4.28794, 7.23323], [4.55089, -2.84699, 6.60937], [5.11977, -2.91080, 8.29419], [2.92003, -4.68802, 7.10207], [2.63488, -3.30073, 8.17153], [3.90866, -4.38383, 9.75154], [-6.70377, 3.30991, -11.90716], [-6.68100, 3.78810, -10.47017], [-5.54327, 4.60871, -10.25007], [-5.79483, 2.74535, -12.13922], [-7.57265, 2.67206, -12.09219], [-6.73613, 4.15905, -12.59760], [-6.62644, 2.93752, -9.78436], [-7.58076, 4.36463, -10.23411], [-5.60559, 5.36551, -10.85784], [8.67042, -1.21338, 5.62622], [7.34360, -1.80554, 6.05407], [7.52944, -2.64712, 7.18255], [9.38348, -2.00630, 5.37806], [8.54520, -0.56535, 4.75420], [9.11408, -0.62917, 6.43903], [6.91434, -2.40639, 5.24691], [6.62919, -1.01909, 6.31637], [7.90297, -2.10220, 7.89637]],
  "forces_ev_per_angstrom": [[6.21, -1.50, 10.22], [-1.78, 1.34, -8.05], [-5.47, -1.88, -2.20], [0.53, -2.40, 2.89], [-1.91, 0.93, -2.15], [1.72, 0.08, -0.76], [-0.99, 2.15, 4.66], [-0.85, -3.62, 2.08], [2.80, 7.60, -6.24], [0.64, -2.07, -0.86], [1.51, -1.25, -1.11], [-0.62, -1.35, 2.39], [-1.72, 1.98, -0.96], [-0.16, -0.01, -0.19], [0.09, 0.05, -0.35], [0.53, 0.02, 0.11], [-0.05, 0.14, 0.10], [0.06, -0.03, -0.04], [-0.14, 0.03, 0.10], [0.26, -0.01, 0.02], [-0.21, 0.06, 0.02], [-0.39, -0.24, 0.23], [0.01, -0.15, 0.05], [-0.24, -0.18, 0.19], [-0.40, 0.25, -0.34], [0.14, 0.08, 0.05], [-0.18, 0.02, -0.01], [0.17, -0.02, 0.14], [-0.17, 0.17, -0.11], [0.14, -0.09, 0.09], [0.47, 0.00, 0.02], [-0.08, 0.14, 0.21], [-0.27, -0.35, 0.17], [0.01, -0.26, -0.41], [-0.01, 0.15, -0.07], [-0.01, -0.16, 0.03], [-0.04, 0.14, -0.03], [0.01, -0.17, -0.18], [-0.05, 0.21, 0.11], [0.41, 0.26, 0.17], [-0.11, 0.23, 0.03], [0.31, 0.17, -0.16], [0.22, -0.18, -0.11], [0.01, -0.09, 0.15], [0.07, 0.02, -0.06], [-0.07, 0.00, 0.10], [0.18, -0.12, -0.12], [-0.13, 0.08, 0.17], [-0.47, -0.17, 0.02], [-0.11, -0.27, -0.02], [-0.31, -0.29, 0.21], [0.29, 0.09, 0.46], [0.12, -0.12, -0.16], [0.07, 0.10, 0.25], [0.08, 0.01, -0.05], [0.11, 0.01, 0.22], [-0.03, -0.04, -0.21], [0.02, 0.32, -0.42], [-0.25, 0.06, 0.02], [-0.06, -0.12, 0.33], [0.37, 0.05, 0.25], [0.02, -0.13, -0.11], [0.04, 0.02, 0.10], [-0.06, -0.08, -0.11], [0.22, 0.00, 0.12], [-0.18, -0.04, -0.14], [-0.11, 0.24, -0.47], [-0.03, -0.07, -0.12], [0.28, 0.22, 0.10], [-0.02, -0.08, 0.45], [-0.15, 0.16, 0.01], [0.07, 0.01, 0.06], [-0.08, 0.01, -0.14], [0.00, -0.06, 0.25], [-0.09, 0.09, -0.20], [-0.18, -0.33, -0.41], [-0.05, -0.21, -0.15], [0.00, 0.19, -0.32], [0.00, 0.51, -0.26], [-0.14, 0.02, 0.10], [0.07, 0.06, -0.07], [-0.12, -0.05, 0.06], [0.13, 0.21, 0.02], [-0.14, -0.18, 0.02], [0.03, -0.40, 0.32], [0.15, 0.06, -0.21], [0.27, 0.16, 0.18], [0.15, 0.00, 0.38], [-0.16, 0.07, -0.02], [0.08, 0.00, 0.08], [-0.09, 0.06, -0.09], [0.02, -0.05, 0.25], [-0.07, 0.08, -0.20], [-0.17, -0.32, -0.39]]
}

=====

{
  "formula": "C26H33N3O3",
  "method": "wB97M-V/def2-TZVPD",
  "smiles": "O=C(c1ccccc1)N(CCN1CCOCC1)C1(C(=O)Nc2ccccc2)CCCCC1",
  "homo_ha": -0.30557,
  "energy_ha": -1400.5743,
  "fmax_ha_per_bohr": 0.0119,
  "species": ["O", "C", "C", "C", "C", "C", "C", "C", "N", "C", "C", "N", "C", "C", "O", "C", "C", "C", "C", "O", "N", "C", "C", "C", "C", "C", "C", "C", "C", "C", "C", "C", "H", "H", "H", "H", "H", "H", "H", "H", "H", "H", "H", "H", "H", "H", "H", "H", "H", "H", "H", "H", "H", "H", "H", "H", "H", "H", "H", "H", "H", "H", "H", "H", "H"],
  "xyz": [[-0.45169, -2.12876, 1.57904], [0.47237, -1.54494, 1.01968], [1.75871, -1.36706, 1.75424], [2.96136, -1.80147, 1.20286], [4.12629, -1.73547, 1.94407], [4.10181, -1.23236, 3.23503], [2.90625, -0.80867, 3.79060], [1.73548, -0.88706, 3.05829], [0.42234, -1.07975, -0.25661], [1.15801, 0.13763, -0.55690], [0.26712, 1.38261, -0.41196], [1.07882, 2.58056, -0.29591], [1.63937, 3.00021, -1.57128], [2.54023, 4.21511, -1.34797], [1.83488, 5.28298, -0.76442], [1.26721, 4.88286, 0.45965], [0.33068, 3.68898, 0.27788], [-0.61991, -1.51040, -1.21144], [-1.91945, -0.67984, -1.03273], [-2.41642, -0.06997, -1.95805], [-2.40444, -0.73277, 0.22554], [-3.52154, -0.08847, 0.76296], [-4.34532, 0.75977, 0.02954], [-5.42643, 1.36518, 0.64463], [-5.69928, 1.13763, 1.98244], [-4.87915, 0.29326, 2.71356], [-3.79658, -0.31621, 2.11102], [-0.14344, -1.33677, -2.66341], [1.06201, -2.21271, -2.98957], [0.72041, -3.68337, -2.77911], [0.22606, -3.90246, -1.35422], [-0.96972, -3.00388, -1.04985], [2.97837, -2.19958, 0.19831], [5.05569, -2.07931, 1.51480], [5.01445, -1.17819, 3.80961], [2.88439, -0.42413, 4.79929], [0.79507, -0.57542, 3.48754], [1.97163, 0.24277, 0.16134], [1.59170, 0.08413, -1.55346], [-0.44785, 1.45235, -1.24680], [-0.30646, 1.28148, 0.51427], [0.84299, 3.26372, -2.28962], [2.23671, 2.18877, -1.98856], [3.37830, 3.92198, -0.69714], [2.92878, 4.58597, -2.29789], [2.06394, 4.60789, 1.16750], [0.72069, 5.74625, 0.84233], [-0.51321, 3.98395, -0.36939], [-0.06207, 3.38509, 1.25034], [-1.89446, -1.32299, 0.88770], [-4.13727, 0.93568, -1.01237], [-6.06227, 2.02125, 0.06861], [-6.54611, 1.61338, 2.45391], [-5.08434, 0.10838, 3.75783], [-3.15423, -0.97647, 2.67680], [-0.97962, -1.62741, -3.30170], [0.05548, -0.28882, -2.88488], [1.35971, -2.04269, -4.02635], [1.90890, -1.94950, -2.35216], [-0.06163, -3.97844, -3.48218], [1.59721, -4.30463, -2.97267], [-0.06842, -4.94444, -1.21629], [1.02918, -3.69049, -0.64497], [-1.77659, -3.22317, -1.75300], [-1.33470, -3.22171, -0.04838]],
  "forces_ev_per_angstrom": [[0.06, -0.03, 0.18], [0.02, -0.05, 0.11], [0.24, -0.17, 0.31], [-0.15, 0.05, 0.03], [0.08, -0.03, -0.02], [0.04, 0.00, 0.03], [0.02, 0.04, 0.06], [-0.09, -0.02, -0.17], [0.04, -0.24, -0.17], [0.05, 0.57, 0.02], [0.22, -0.08, 0.00], [-0.04, 0.02, -0.01], [0.22, 0.26, 0.09], [0.06, -0.31, -0.25], [-0.05, 0.13, -0.12], [-0.32, -0.15, 0.24], [0.22, 0.26, 0.05], [-0.51, -0.12, -0.32], [0.30, -0.18, -0.06], [-0.16, 0.11, -0.14], [-0.01, -0.19, 0.42], [-0.26, 0.22, -0.01], [0.07, 0.02, -0.23], [-0.04, -0.01, 0.16], [-0.13, 0.09, 0.03], [0.01, 0.00, 0.01], [0.03, -0.01, -0.05], [0.20, 0.08, 0.13], [-0.20, -0.09, -0.10], [0.26, 0.05, 0.21], [-0.21, -0.04, -0.21], [0.13, -0.21, 0.27], [-0.02, -0.01, -0.12], [0.07, -0.03, -0.03], [0.07, 0.01, 0.05], [0.00, 0.04, 0.08], [-0.10, 0.00, 0.05], [-0.11, 0.03, -0.20], [0.05, -0.07, 0.04], [-0.03, 0.02, 0.07], [-0.03, -0.03, -0.05], [0.03, -0.05, 0.00], [0.01, 0.01, -0.08], [-0.04, 0.02, -0.08], [0.03, -0.08, 0.05], [-0.08, 0.04, -0.02], [0.03, -0.08, 0.05], [0.00, -0.01, 0.05], [-0.04, 0.03, -0.01], [0.04, 0.07, -0.25], [0.01, -0.01, -0.02], [-0.04, 0.05, -0.05], [-0.07, 0.04, 0.04], [0.00, -0.02, 0.08], [0.07, -0.07, 0.07], [0.00, 0.09, 0.04], [-0.08, 0.03, -0.04], [0.06, 0.06, 0.03], [0.11, 0.04, 0.00], [-0.03, -0.05, -0.07], [-0.03, -0.05, -0.07], [0.04, 0.00, 0.09], [0.07, -0.08, 0.05], [-0.03, 0.07, -0.05], [-0.08, 0.03, -0.18]]
}